6 unconnected molecules or ions with the total composition C53H63F3N8O16S. Source: the OMol25 dataset; level of theory: ωB97M-V/def2-TZVPD.

Values from the calculation:
strongest force on any atom: 2.04 eV/Å
calculated total energy: -119631.0074 eV
ΔE to the lowest compared entry with this formula, charge and spin: 0.00 kcal per mole
LUMO energy: -0.88 eV
M: 1157.19 g/mol
SMILES string: C=C[C@@H]1[C@@H](COCCOCCOCC)C[N@+](S)(CCC(F)(F)F)[C@@](CCCCN)(C(=O)[O-])[C@H]1OC#N.O=[N+]([O-])c1ccccc1.O=[N+]([O-])c1ccccc1.O=[N+]([O-])c1ccccc1.O=[N+]([O-])c1ccccc1.O=[N+]([O-])c1ccccc1

Last column: Löwdin charge in e.
Element x y z (Å)
C 0.534 0.545 6.739  0.014
C 1.568 -0.027 6.058  -0.112
C 2.087 0.340 4.692  -0.177
C 1.485 1.615 4.087  -0.200
C 2.574 2.591 3.590  -0.191
O 3.638 1.943 2.950  -0.191
C 4.863 2.654 3.014  -0.144
C 5.703 2.287 1.780  -0.169
O 5.352 0.999 1.278  -0.150
C 6.425 0.071 1.353  -0.174
C 6.050 -1.206 0.606  -0.177
O 7.092 -1.592 -0.282  -0.151
C 6.633 -1.910 -1.586  -0.273
C 6.613 -0.645 -2.447  -0.070
C 0.374 1.456 3.042  -0.121
N 0.453 0.248 2.138  -0.360
S 1.689 0.699 0.896  1.071
C -0.870 0.200 1.408  -0.139
C -0.948 -0.650 0.136  -0.066
C -1.330 0.136 -1.104  -0.598
F -2.662 0.337 -1.203  0.115
F -0.694 1.308 -1.259  0.102
F -0.992 -0.617 -2.184  0.120
C 0.802 -1.008 2.869  -0.267
C -0.330 -1.362 3.853  -0.112
C -0.096 -2.664 4.645  -0.177
C -1.363 -3.531 4.717  -0.178
C -1.051 -4.865 5.390  -0.276
N -1.309 -4.808 6.847  -0.011
C 0.914 -2.253 1.896  -0.655
O 2.008 -2.502 1.368  0.015
O -0.171 -2.839 1.713  -0.005
C 2.059 -0.880 3.722  -0.140
O 3.300 -0.789 2.933  -0.019
C 4.244 -1.465 3.472  -0.371
N 5.083 -1.966 4.066  0.198
H -0.491 0.541 6.376  0.061
H 0.704 0.998 7.711  0.062
H 2.085 -0.870 6.521  0.123
H 3.149 0.541 4.841  0.160
H 1.033 2.167 4.913  0.136
H 2.965 3.078 4.496  0.134
H 2.143 3.394 2.979  0.132
H 4.718 3.733 3.062  0.127
H 5.400 2.294 3.900  0.133
H 5.495 2.983 0.971  0.100
H 6.770 2.310 2.001  0.118
H 6.604 -0.191 2.401  0.118
H 7.334 0.466 0.891  0.127
H 5.892 -2.033 1.300  0.115
H 5.104 -1.038 0.085  0.121
H 5.640 -2.363 -1.545  0.115
H 7.311 -2.646 -2.016  0.113
H 6.627 -0.862 -3.512  0.070
H 5.745 -0.042 -2.179  0.068
H 7.490 -0.062 -2.170  0.074
H -0.598 1.393 3.530  0.135
H 0.339 2.360 2.439  0.120
H 2.305 -0.502 0.767  -0.048
H -1.044 1.230 1.096  0.123
H -1.707 -0.023 2.060  0.135
H -1.755 -1.368 0.264  0.136
H -0.070 -1.235 -0.109  0.116
H -1.253 -1.530 3.310  0.106
H -0.531 -0.554 4.558  0.098
H 0.757 -3.253 4.311  0.120
H 0.123 -2.381 5.680  0.104
H -1.806 -3.645 3.731  0.100
H -2.029 -3.004 5.405  0.114
H -1.684 -5.656 4.989  0.097
H -0.010 -5.155 5.219  0.110
H -1.072 -5.721 7.221  0.062
H -0.633 -4.185 7.279  0.056
H 2.194 -1.765 4.335  0.146
C -4.081 -1.624 -4.552  -0.057
C -4.339 -1.043 -3.317  -0.054
C -5.644 -0.919 -2.870  0.004
C -6.672 -1.385 -3.669  -0.148
C -6.434 -1.961 -4.904  -0.002
C -5.126 -2.079 -5.345  -0.060
N -8.056 -1.274 -3.187  -0.355
O -8.240 -0.745 -2.110  0.082
O -8.941 -1.716 -3.896  0.058
H -3.060 -1.725 -4.896  0.110
H -3.526 -0.687 -2.699  0.074
H -5.853 -0.468 -1.911  0.119
H -7.251 -2.315 -5.515  0.118
H -4.923 -2.528 -6.307  0.110
C -4.729 -5.542 1.175  -0.073
C -3.392 -5.270 0.918  -0.064
C -2.401 -6.043 1.501  -0.001
C -2.769 -7.081 2.335  -0.154
C -4.095 -7.364 2.609  -0.006
C -5.080 -6.586 2.022  -0.068
N -1.722 -7.918 2.945  -0.358
O -0.566 -7.637 2.708  0.081
O -2.080 -8.840 3.652  0.071
H -5.501 -4.940 0.714  0.105
H -3.117 -4.457 0.261  0.105
H -1.360 -5.828 1.301  0.122
H -4.362 -8.177 3.267  0.118
H -6.121 -6.795 2.224  0.107
C -1.035 3.158 -3.610  -0.064
C -1.327 4.501 -3.407  -0.060
C -1.059 5.430 -4.400  -0.004
C -0.503 4.994 -5.588  -0.148
C -0.199 3.664 -5.808  -0.002
C -0.468 2.742 -4.808  -0.057
N -0.236 5.974 -6.654  -0.355
O -0.494 7.138 -6.425  0.078
O 0.224 5.559 -7.697  0.079
H -1.247 2.432 -2.835  0.078
H -1.767 4.825 -2.474  0.107
H -1.284 6.474 -4.247  0.119
H 0.239 3.346 -6.742  0.119
H -0.238 1.697 -4.965  0.109
C -9.920 0.998 -5.302  -0.061
C -10.127 0.437 -6.554  -0.056
C -10.749 1.171 -7.551  -0.003
C -11.151 2.464 -7.274  -0.149
C -10.960 3.038 -6.032  -0.005
C -10.340 2.296 -5.040  -0.057
N -11.792 3.256 -8.337  -0.355
O -11.965 2.719 -9.413  0.076
O -12.108 4.399 -8.076  0.076
H -9.433 0.424 -4.531  0.075
H -9.801 -0.575 -6.753  0.107
H -10.912 0.739 -8.527  0.119
H -11.287 4.049 -5.835  0.118
H -10.181 2.730 -4.063  0.109
C 11.512 4.537 -0.541  -0.067
C 11.321 4.984 0.759  -0.063
C 10.039 5.100 1.272  -0.002
C 8.967 4.761 0.468  -0.146
C 9.136 4.319 -0.831  0.000
C 10.421 4.209 -1.336  -0.061
N 7.607 4.860 1.015  -0.339
O 7.478 5.262 2.155  0.079
O 6.684 4.523 0.301  0.054
H 12.514 4.442 -0.937  0.109
H 12.171 5.240 1.376  0.109
H 9.884 5.447 2.283  0.120
H 8.285 4.063 -1.443  0.121
H 10.572 3.863 -2.349  0.110